Version A
Molecular formula: C4H7N
Method: DFT, ωB97M-V/def2-TZVPD

Its frontier orbital gap is 0.403 Ha. The HOMO energy is -9.81 eV.

Geometry as ORCA input:
```
! wB97M-V def2-TZVPD RIJCOSX def2/J DEFGRID3
* xyz 0 1
C 0.8925 -0.7629 -1.1083
C -0.5503 -0.3882 -1.0964
C -0.1920 -0.2595 0.5079
C -0.0424 1.0536 1.2391
N 1.1434 -0.8150 0.1350
H 1.4165 -1.0274 -2.0430
H -1.0980 0.4475 -1.5044
H -1.2674 -1.2066 -1.3560
H -0.5601 -1.0554 1.0495
H 1.0052 1.4167 0.8104
H 0.0908 0.8542 2.2843
H -0.8382 1.7430 1.0819
*
```

Partial atomic charges computed with the natural (NBO) method, in multiples of e: 0.088, -0.507, -0.054, -0.627, -0.371, 0.183, 0.220, 0.219, 0.189, 0.220, 0.222, 0.218

Version B
Molecular formula: C4H7N
Method: DFT, ωB97M-V/def2-TZVPD

Its frontier orbital gap (spin up / spin down) is 0.283 / 0.283 Ha. The HOMO energy (spin up / spin down) is -7.13 / -7.13 eV.

Geometry as ORCA input:
```
! wB97M-V def2-TZVPD RIJCOSX def2/J DEFGRID3
* xyz 0 1
C 1.6752 -0.6351 -0.0288
C -0.0129 0.8397 -0.9204
C -0.9447 0.3767 0.0846
C -2.0854 -0.2324 0.4292
N 0.3557 -0.4393 -0.6285
H 0.5963 1.7375 -1.0119
H -0.5835 1.4415 0.5209
H 1.8518 0.0559 0.8074
H 1.7613 -1.6644 0.3243
H 2.4394 -0.4795 -0.7946
H -2.9124 0.3099 0.8660
H -2.1407 -1.3104 0.3518
*
```

Partial atomic charges computed with the natural (NBO) method, in multiples of e: -0.452, -0.082, -0.078, -0.548, -0.301, 0.191, 0.221, 0.194, 0.207, 0.211, 0.216, 0.220

Version C
Molecular formula: C4H7N
Method: DFT, ωB97M-V/def2-TZVPD

Its frontier orbital gap is 0.438 Ha. The HOMO energy is -11.03 eV.

Geometry as ORCA input:
```
! wB97M-V def2-TZVPD RIJCOSX def2/J DEFGRID3
* xyz 0 1
C 1.2035 -0.5639 0.2849
C -0.0092 -0.0148 -0.4565
C -1.3130 -0.1349 0.3136
C 0.2937 2.4497 -1.1281
N 0.3267 1.4212 -0.5236
H 1.0539 -1.6368 0.4452
H 2.1246 -0.4245 -0.2891
H 1.3239 -0.0799 1.2604
H -0.0914 -0.4877 -1.4353
H -1.5115 -1.1950 0.5060
H -1.2491 0.3863 1.2749
H -2.1521 0.2804 -0.2524
*
```

Partial atomic charges computed with the natural (NBO) method, in multiples of e: -0.601, -0.053, -0.607, 0.315, -0.571, 0.205, 0.223, 0.217, 0.216, 0.213, 0.220, 0.223

Version D
Molecular formula: C4H7N
Method: DFT, ωB97M-V/def2-TZVPD

Its frontier orbital gap (spin up / spin down) is 0.312 / 0.311 Ha. The HOMO energy (spin up / spin down) is -7.74 / -7.68 eV.

Geometry as ORCA input:
```
! wB97M-V def2-TZVPD RIJCOSX def2/J DEFGRID3
* xyz 0 1
C 1.5083 -1.2875 0.1742
C -1.9038 -0.5190 -0.3193
C 0.8311 -0.1950 0.0216
C 1.0009 1.2513 0.0402
N -2.5436 0.3828 0.1812
H 2.5782 -1.2781 0.3677
H 1.0722 -2.2708 0.1074
H -2.1038 -1.4268 -0.8686
H 0.2820 1.7024 0.7201
H 2.0140 1.5263 0.3607
H 0.8275 1.6635 -0.9559
H -3.5627 0.4509 0.1709
*
```

Partial atomic charges computed with the natural (NBO) method, in multiples of e: -0.548, 0.166, 0.155, -0.728, -0.663, 0.195, 0.213, 0.157, 0.241, 0.215, 0.232, 0.364

What should be chosen as the least stable of them? Choose version B.

Version A
Molecular formula: C4H12
Method: DFT, ωB97M-V/def2-TZVPD

Its frontier orbital gap is 0.448 Ha. The HOMO energy is -11.04 eV.

Geometry as ORCA input:
```
! wB97M-V def2-TZVPD RIJCOSX def2/J DEFGRID3
* xyz 0 1
C -1.3635 1.3748 0.9293
C -1.6181 -0.0151 1.3933
H -1.3413 2.0547 1.9587
H -0.4252 1.5592 0.2879
H -2.1195 1.8109 0.2514
H -0.7557 -0.3562 1.9078
H -1.8301 -0.5966 0.4962
H -2.6212 -0.1408 1.8430
C 1.3428 -0.0190 -1.2830
C 1.6703 -1.4019 -0.9207
H 0.6395 0.0494 -2.0868
H 0.9023 0.6107 -0.4519
H 2.2492 0.4643 -1.6811
H 2.0815 -1.6894 0.0943
H 2.4095 -1.7442 -1.6605
H 0.7796 -1.9608 -1.0779
*
```

Partial atomic charges computed with the natural (NBO) method, in multiples of e: -0.596, -0.628, 0.190, 0.204, 0.205, 0.212, 0.200, 0.214, -0.604, -0.613, 0.205, 0.199, 0.200, 0.209, 0.202, 0.202

Version B
Molecular formula: C4H12
Method: DFT, ωB97M-V/def2-TZVPD

Its frontier orbital gap is 0.439 Ha. The HOMO energy is -10.86 eV.

Geometry as ORCA input:
```
! wB97M-V def2-TZVPD RIJCOSX def2/J DEFGRID3
* xyz 0 1
C 1.7867 1.4087 -1.1228
C 1.1815 0.0310 -1.5818
H 2.6152 1.3097 -0.3259
H 2.1409 1.9645 -1.9184
H 0.9338 1.8683 -0.6430
H 0.5392 -0.2114 -0.7296
H 1.9678 -0.7015 -1.6721
H 0.6238 0.0198 -2.4923
C -1.2071 -1.0994 0.6877
C -1.7777 -0.3887 1.8682
H -0.2529 -1.4583 0.9690
H -1.9336 -1.9493 0.3870
H -0.7626 -0.3361 -0.1508
H -1.2065 0.5807 2.0064
H -1.7872 -0.9899 2.7826
H -2.8613 -0.0480 1.9359
*
```

Partial atomic charges computed with the natural (NBO) method, in multiples of e: -0.598, -0.595, 0.202, 0.201, 0.197, 0.189, 0.200, 0.206, -0.608, -0.624, 0.203, 0.214, 0.200, 0.201, 0.206, 0.207

Version C
Molecular formula: C4H12
Method: DFT, ωB97M-V/def2-TZVPD

Its frontier orbital gap is 0.469 Ha. The HOMO energy is -11.60 eV.

Geometry as ORCA input:
```
! wB97M-V def2-TZVPD RIJCOSX def2/J DEFGRID3
* xyz 0 1
C 1.3794 1.8717 -1.2961
C 0.1645 0.9786 -1.6758
H 1.7528 1.6073 -0.3115
H 2.1870 1.6834 -1.9896
H 1.1065 2.9234 -1.2368
H 0.5563 0.0933 -2.1383
H -0.4887 1.4226 -2.4255
H -0.3967 0.8537 -0.7589
C -0.0474 -1.4687 1.4023
C -1.5699 -1.4178 1.5398
H 0.5436 -0.6263 1.7644
H 0.3929 -2.3474 1.8760
H 0.2528 -1.5739 0.3624
H -1.9440 -2.2684 2.0922
H -2.0575 -1.1560 0.6070
H -1.8315 -0.5755 2.1883
*
```

Partial atomic charges computed with the natural (NBO) method, in multiples of e: -0.604, -0.609, 0.200, 0.201, 0.202, 0.204, 0.202, 0.204, -0.620, -0.624, 0.205, 0.205, 0.205, 0.213, 0.212, 0.204

Version D
Molecular formula: C4H12
Method: DFT, ωB97M-V/def2-TZVPD

Its frontier orbital gap is 0.475 Ha. The HOMO energy is -11.80 eV.

Geometry as ORCA input:
```
! wB97M-V def2-TZVPD RIJCOSX def2/J DEFGRID3
* xyz 0 1
C 2.0983 0.9310 -1.5084
C 1.8748 1.1483 0.0031
H 2.9283 1.5364 -1.8696
H 2.2516 -0.1180 -1.7421
H 1.2091 1.2347 -2.0628
H 2.2887 2.1102 0.3038
H 2.3760 0.3773 0.5794
H 0.8189 1.2085 0.2482
C -1.7868 -0.5327 1.2692
C -2.1899 -1.5871 0.2401
H -2.6117 -0.2013 1.8954
H -0.9987 -0.9348 1.9162
H -1.3724 0.3799 0.8256
H -2.1893 -2.5873 0.6682
H -1.5040 -1.5410 -0.6111
H -3.1929 -1.4242 -0.1552
*
```

Partial atomic charges computed with the natural (NBO) method, in multiples of e: -0.610, -0.609, 0.205, 0.203, 0.202, 0.202, 0.204, 0.203, -0.608, -0.609, 0.203, 0.203, 0.200, 0.204, 0.204, 0.202

What should be chosen as the least stable of them? Choose version B.

Version A
Molecular formula: C4H12
Method: DFT, ωB97M-V/def2-TZVPD

Its frontier orbital gap is 0.470 Ha. The HOMO energy is -11.69 eV.

Geometry as ORCA input:
```
! wB97M-V def2-TZVPD RIJCOSX def2/J DEFGRID3
* xyz 0 1
C 1.4391 1.6642 1.6264
C 2.2822 0.7365 0.7494
H 2.0246 2.4872 2.0497
H 0.7180 2.1884 1.0072
H 0.9213 1.1435 2.4221
H 3.3219 0.7097 1.1021
H 2.2233 0.9811 -0.3125
H 2.0100 -0.3136 0.8294
C -1.1681 -1.4883 -1.2260
C -2.5779 -0.8859 -1.1571
H -0.4143 -0.7580 -0.9524
H -1.0263 -2.3797 -0.6099
H -0.9347 -1.8442 -2.2289
H -3.2007 -1.1595 -2.0058
H -2.5257 0.1884 -1.0227
H -3.0928 -1.2697 -0.2711
*
```

Partial atomic charges computed with the natural (NBO) method, in multiples of e: -0.614, -0.616, 0.204, 0.203, 0.207, 0.204, 0.206, 0.205, -0.614, -0.614, 0.205, 0.204, 0.203, 0.206, 0.206, 0.203

Version B
Molecular formula: C4H12
Method: DFT, ωB97M-V/def2-TZVPD

Its frontier orbital gap is 0.475 Ha. The HOMO energy is -11.74 eV.

Geometry as ORCA input:
```
! wB97M-V def2-TZVPD RIJCOSX def2/J DEFGRID3
* xyz 0 1
C -1.5611 -1.2987 0.1046
C -0.9561 -2.1699 1.1871
H -2.6364 -1.4453 0.0140
H -1.4160 -0.2358 0.2843
H -1.2036 -1.5405 -0.8978
H -1.6670 -2.4055 1.9730
H -0.0965 -1.7265 1.7098
H -0.6177 -3.1261 0.8100
C 1.6520 1.1770 -1.0274
C 0.9214 2.2872 -0.2664
H 0.9317 0.5233 -1.5103
H 2.2597 1.6096 -1.8244
H 2.2217 0.5596 -0.3499
H 0.8013 3.1894 -0.8643
H -0.0927 2.0021 0.0336
H 1.4595 2.6001 0.6242
*
```

Partial atomic charges computed with the natural (NBO) method, in multiples of e: -0.614, -0.614, 0.205, 0.204, 0.205, 0.204, 0.205, 0.205, -0.612, -0.609, 0.204, 0.206, 0.205, 0.203, 0.201, 0.203

Version C
Molecular formula: C4H12
Method: DFT, ωB97M-V/def2-TZVPD

Its frontier orbital gap is 0.476 Ha. The HOMO energy is -11.81 eV.

Geometry as ORCA input:
```
! wB97M-V def2-TZVPD RIJCOSX def2/J DEFGRID3
* xyz 0 1
C -1.8792 -0.0228 -1.1741
C -2.8750 -0.0572 -0.0049
H -2.2969 0.5026 -2.0328
H -0.9896 0.5111 -0.8387
H -1.6076 -1.0342 -1.4627
H -2.5202 -0.7810 0.7318
H -3.8554 -0.3942 -0.3450
H -2.9755 0.9030 0.4970
C 1.6278 0.0513 0.4954
C 3.1433 0.0360 0.6685
H 1.3464 -0.0815 -0.5503
H 1.1109 -0.7074 1.0817
H 1.2225 1.0249 0.7887
H 3.5419 -0.8728 0.2148
H 3.6029 0.9056 0.2057
H 3.4037 0.0168 1.7251
*
```

Partial atomic charges computed with the natural (NBO) method, in multiples of e: -0.604, -0.603, 0.201, 0.202, 0.202, 0.200, 0.200, 0.202, -0.606, -0.604, 0.201, 0.203, 0.199, 0.201, 0.203, 0.202

Version D
Molecular formula: C4H12
Method: DFT, ωB97M-V/def2-TZVPD

Its frontier orbital gap is 0.466 Ha. The HOMO energy is -11.51 eV.

Geometry as ORCA input:
```
! wB97M-V def2-TZVPD RIJCOSX def2/J DEFGRID3
* xyz 0 1
C -0.5259 0.9731 -2.1757
C -1.0099 -0.3862 -1.4866
H -1.3654 1.7118 -2.0205
H 0.3625 1.2514 -1.7545
H -0.5129 0.6563 -3.2475
H -0.0631 -1.0832 -1.3714
H -1.6663 -0.9666 -2.1451
H -1.5341 -0.2581 -0.6211
C 0.3368 0.3844 1.9148
C 1.2229 -0.8625 1.7709
H 0.7847 1.3067 1.5763
H -0.4585 0.1965 1.2480
H -0.0500 0.3593 2.9069
H 0.9365 -1.7270 2.4263
H 2.3061 -0.6579 1.9995
H 1.1175 -1.4419 0.8630
*
```

Partial atomic charges computed with the natural (NBO) method, in multiples of e: -0.605, -0.593, 0.202, 0.203, 0.209, 0.193, 0.199, 0.193, -0.618, -0.618, 0.209, 0.204, 0.210, 0.203, 0.203, 0.206

What should be chosen as the least stable of them? Choose version D.

Version A
Molecular formula: C4H12
Method: DFT, ωB97M-V/def2-TZVPD

Its frontier orbital gap is 0.465 Ha. The HOMO energy is -11.68 eV.

Geometry as ORCA input:
```
! wB97M-V def2-TZVPD RIJCOSX def2/J DEFGRID3
* xyz 0 1
C 2.5765 0.9699 -1.0933
C 1.7363 2.1715 -1.4948
H 2.6914 0.2056 -1.8728
H 2.1528 0.3800 -0.3091
H 3.5597 1.2525 -0.8439
H 0.6775 1.9316 -1.4307
H 1.9981 2.6046 -2.4543
H 1.9183 2.9740 -0.7764
C -1.9281 -1.1813 1.9301
C -2.3553 -1.9860 0.6894
H -1.8531 -0.1288 1.6482
H -0.9555 -1.4907 2.3136
H -2.6710 -1.2499 2.7222
H -3.3890 -1.6700 0.4852
H -1.8157 -1.6611 -0.1927
H -2.4761 -3.0314 0.9508
*
```

Partial atomic charges computed with the natural (NBO) method, in multiples of e: -0.606, -0.607, 0.199, 0.204, 0.201, 0.203, 0.206, 0.201, -0.601, -0.613, 0.199, 0.199, 0.201, 0.197, 0.210, 0.208

Version B
Molecular formula: C4H12
Method: DFT, ωB97M-V/def2-TZVPD

Its frontier orbital gap is 0.464 Ha. The HOMO energy is -11.51 eV.

Geometry as ORCA input:
```
! wB97M-V def2-TZVPD RIJCOSX def2/J DEFGRID3
* xyz 0 1
C 0.7608 -0.7499 -1.7061
C 0.8375 0.3212 -2.8183
H 1.3840 -0.4011 -0.8726
H -0.2380 -1.0058 -1.3611
H 1.2265 -1.6848 -2.0221
H 1.8751 0.4357 -3.1025
H 0.4424 1.2548 -2.4270
H 0.1333 -0.0409 -3.5676
C -0.9398 -0.2719 1.6922
C -0.7330 0.8131 2.8084
H -1.9037 -0.6322 1.3541
H -0.4343 0.0827 0.7899
H -0.3662 -1.1358 2.0406
H -0.6123 0.2205 3.7142
H -1.6143 1.4420 2.8804
H 0.1820 1.3523 2.5976
*
```

Partial atomic charges computed with the natural (NBO) method, in multiples of e: -0.601, -0.606, 0.196, 0.203, 0.199, 0.207, 0.200, 0.204, -0.616, -0.607, 0.209, 0.201, 0.198, 0.202, 0.206, 0.207

What should be chosen as the least stable of them? Choose version B.

Version A
Molecular formula: C4H12
Method: DFT, ωB97M-V/def2-TZVPD

Its frontier orbital gap is 0.461 Ha. The HOMO energy is -11.43 eV.

Geometry as ORCA input:
```
! wB97M-V def2-TZVPD RIJCOSX def2/J DEFGRID3
* xyz 0 1
C 0.5588 2.6391 -0.4123
C -0.6380 1.6406 -0.4903
H 0.7239 3.3688 -1.2079
H 0.3595 3.1846 0.5044
H 1.4954 2.0974 -0.3944
H -1.1414 1.8371 -1.4338
H -1.3450 1.7391 0.3308
H -0.2760 0.6292 -0.3091
C -0.2333 -2.3660 -0.2202
C 0.3478 -1.9551 1.1364
H -1.2348 -2.0745 -0.5570
H 0.4570 -2.0020 -0.9723
H -0.4580 -3.4350 -0.3651
H -0.4214 -1.4758 1.7578
H 0.8313 -2.7374 1.7079
H 0.9743 -1.0901 0.9252
*
```

Partial atomic charges computed with the natural (NBO) method, in multiples of e: -0.619, -0.616, 0.207, 0.206, 0.203, 0.210, 0.203, 0.206, -0.633, -0.621, 0.214, 0.204, 0.209, 0.206, 0.216, 0.205

Version B
Molecular formula: C4H12
Method: DFT, ωB97M-V/def2-TZVPD

Its frontier orbital gap is 0.469 Ha. The HOMO energy is -11.62 eV.

Geometry as ORCA input:
```
! wB97M-V def2-TZVPD RIJCOSX def2/J DEFGRID3
* xyz 0 1
C -2.6992 -0.4959 0.7481
C -1.7000 0.6159 0.4207
H -3.4368 -0.6047 -0.0398
H -2.1997 -1.4331 0.9871
H -3.2145 -0.2135 1.6652
H -1.0773 0.8534 1.2841
H -1.0930 0.4585 -0.4693
H -2.2515 1.5482 0.2402
C 2.5414 -0.7283 -0.3095
C 1.8939 0.5045 -0.9342
H 1.9699 -1.6300 -0.5148
H 3.5828 -0.8301 -0.5999
H 2.6088 -0.6382 0.7816
H 0.8615 0.3848 -1.2716
H 2.4650 0.8908 -1.7727
H 1.7488 1.3176 -0.2152
*
```

Partial atomic charges computed with the natural (NBO) method, in multiples of e: -0.605, -0.604, 0.204, 0.202, 0.201, 0.202, 0.200, 0.199, -0.618, -0.616, 0.208, 0.208, 0.204, 0.203, 0.206, 0.205

What should be chosen as the least stable of them? Choose version A.

Version A
Molecular formula: C4H12
Method: DFT, ωB97M-V/def2-TZVPD

Its frontier orbital gap is 0.424 Ha. The HOMO energy is -10.47 eV.

Geometry as ORCA input:
```
! wB97M-V def2-TZVPD RIJCOSX def2/J DEFGRID3
* xyz 0 1
C -1.9576 1.4528 -1.5620
C -1.1526 0.2897 -1.1311
H -2.1223 2.2669 -0.7620
H -1.6598 2.2464 -2.3125
H -2.9234 1.1174 -1.8029
H -1.4039 -0.2261 -0.1787
H -0.0602 0.6325 -0.8410
H -1.3582 -0.5700 -1.6617
C 1.6108 -1.3110 0.6653
C 1.5196 -0.6746 1.9744
H 2.6479 -1.8250 0.4431
H 0.6287 -1.6703 0.3710
H 1.8931 -0.4942 -0.1287
H 0.7570 -1.0972 2.6641
H 1.1844 0.4506 1.7405
H 2.3967 -0.5879 2.5221
*
```

Partial atomic charges computed with the natural (NBO) method, in multiples of e: -0.628, -0.631, 0.200, 0.220, 0.203, 0.210, 0.210, 0.215, -0.636, -0.610, 0.222, 0.221, 0.199, 0.205, 0.192, 0.207

Version B
Molecular formula: C4H12
Method: DFT, ωB97M-V/def2-TZVPD

Its frontier orbital gap is 0.471 Ha. The HOMO energy is -11.61 eV.

Geometry as ORCA input:
```
! wB97M-V def2-TZVPD RIJCOSX def2/J DEFGRID3
* xyz 0 1
C 2.0122 -0.9811 -0.4691
C 2.3264 0.4316 -0.9420
H 1.0518 -1.0221 0.0366
H 1.8818 -1.7047 -1.2748
H 2.7900 -1.3712 0.1850
H 2.8076 0.4767 -1.9233
H 1.4844 1.0992 -1.0340
H 3.0135 0.9023 -0.2348
C -1.4289 0.4418 0.6592
C -2.9323 0.1220 0.7706
H -1.2814 0.8815 -0.3315
H -1.0942 1.1917 1.3666
H -0.8608 -0.4782 0.6854
H -3.5017 0.7258 0.0665
H -3.3440 0.3743 1.7451
H -3.1935 -0.9178 0.5822
*
```

Partial atomic charges computed with the natural (NBO) method, in multiples of e: -0.613, -0.614, 0.204, 0.204, 0.206, 0.204, 0.206, 0.204, -0.613, -0.611, 0.202, 0.209, 0.204, 0.201, 0.203, 0.205

What should be chosen as the least stable of them? Choose version A.